Entry 1:
ORCA calculation (wB97M-V/def2-TZVPD) on C28H36CsN2O6Te as an isolated structure in a non-equilibrium geometry.

Its LUMO energy is 1.9110 eV. The strongest force on any atom is 3.37 eV/A. Its gap between HOMO and LUMO is 5.12 eV. The relative energy (zero: lowest compared OMol25 entry of this formula, charge and spin) is 24.6 kcal per mole. The calculation puts the total energy at -1937.7273 hartree.

The geometry in ORCA input format:
```
! wB97M-V def2-TZVPD RIJCOSX def2/J DEFGRID3
* xyz -1 1
Cs 0.512 -0.174 -1.389
C -2.983 -3.317 -0.482
C -1.534 -2.959 -0.725
O -1.239 -1.773 -0.792
C -0.522 -4.015 -0.877
C -0.949 -5.348 -0.772
C -0.098 -6.423 -0.877
C 1.253 -6.156 -1.116
C 1.716 -4.872 -1.222
C 0.870 -3.729 -1.098
O 1.356 -2.546 -1.189
H -3.536 -2.389 -0.367
H -3.101 -3.931 0.411
H -3.394 -3.892 -1.313
H -1.999 -5.540 -0.601
H -0.461 -7.437 -0.792
H 1.954 -6.977 -1.233
H 2.749 -4.683 -1.468
C 2.168 0.526 3.616
O 1.175 0.411 2.630
C 0.898 1.635 1.965
C 2.051 2.035 1.051
O 1.656 2.892 0.003
C 1.494 4.238 0.395
H 1.942 1.337 4.321
H 3.164 0.706 3.193
H 2.198 -0.415 4.165
H 0.667 2.414 2.705
H -0.014 1.492 1.382
H 2.445 1.133 0.577
H 2.881 2.488 1.612
H 2.415 4.615 0.860
H 0.646 4.360 1.076
H 1.273 4.809 -0.504
C -8.326 4.572 -0.606
C -6.867 4.212 -0.580
C -6.241 3.815 0.592
C -4.893 3.473 0.631
C -4.305 3.065 1.948
C -4.118 3.523 -0.540
Te -2.034 3.038 -0.453
C -4.742 3.924 -1.729
C -4.008 4.029 -3.036
C -6.092 4.257 -1.729
H -8.772 4.458 0.383
H -8.882 3.929 -1.293
H -8.491 5.603 -0.926
H -6.816 3.768 1.512
H -5.070 3.064 2.726
H -3.495 3.740 2.235
H -3.842 2.079 1.888
H -3.043 3.530 -2.991
H -3.825 5.078 -3.287
H -4.599 3.598 -3.847
H -6.549 4.562 -2.667
O 5.345 -5.013 2.075
C 4.681 -5.034 0.838
N 4.460 -3.709 0.294
C 5.533 -2.953 -0.019
O 6.685 -3.363 0.107
C 5.264 -1.542 -0.470
C 6.317 -0.640 -0.448
C 6.059 0.674 -0.788
C 4.755 1.026 -1.106
N 3.736 0.168 -1.153
C 3.992 -1.113 -0.862
H 6.225 -4.651 1.900
H 3.711 -5.500 0.998
H 5.257 -5.613 0.106
H 3.542 -3.296 0.365
H 7.305 -0.978 -0.166
H 6.839 1.423 -0.781
H 4.508 2.061 -1.315
H 3.141 -1.782 -0.951
*
```

Löwdin atomic charge list, values in e, 8 entries: 1.25 -0.02 -0.39 -0.30 -0.09 -0.06 -0.12 -0.11

=====

Entry 2:
ORCA calculation (wB97M-V/def2-TZVPD) on C28H36GeIrN6O2S6 as an isolated structure in a non-equilibrium geometry.

Its LUMO energy (spin up / spin down) is -6.1121 / -6.3899 eV. The strongest force on any atom is 1.11 eV/A. Its gap between HOMO and LUMO (spin up / spin down) is 5.70 / 6.06 eV. The relative energy (zero: lowest compared OMol25 entry of this formula, charge and spin) is 26.5 kcal per mole. The calculation puts the total energy at -6137.4458 hartree.

The geometry in ORCA input format:
```
! wB97M-V def2-TZVPD RIJCOSX def2/J DEFGRID3
* xyz 2 2
Ir -0.123 -0.251 -0.789
C 2.589 2.997 0.555
C 1.454 2.136 0.107
N 1.392 0.878 0.325
N 2.273 0.273 1.180
C 1.722 -0.652 2.020
N 2.547 -1.206 2.911
S 0.099 -1.048 1.918
C 0.236 2.675 -0.557
C 0.000 4.031 -0.641
C -1.220 4.487 -1.132
C -2.158 3.557 -1.521
C -1.859 2.205 -1.409
N -0.692 1.759 -0.947
H 3.542 2.541 0.283
H 2.566 3.139 1.639
H 2.562 3.976 0.088
H 3.206 0.641 1.300
H 3.490 -0.881 3.052
H 2.156 -1.828 3.600
H 0.747 4.736 -0.312
H -1.427 5.546 -1.192
H -3.120 3.853 -1.914
H -2.580 1.457 -1.697
O 5.223 -1.151 -4.915
C 4.587 0.102 -4.901
C 3.385 0.020 -4.004
C 2.531 1.107 -3.848
C 1.453 1.004 -3.001
N 1.166 -0.124 -2.330
C 1.965 -1.201 -2.506
C 3.088 -1.143 -3.312
C 1.538 -2.411 -1.799
C 2.009 -3.675 -2.085
C 1.475 -4.773 -1.421
C 1.970 -6.159 -1.757
O 3.371 -6.193 -1.920
C 0.483 -4.537 -0.481
C 0.052 -3.245 -0.248
N 0.574 -2.192 -0.884
H 5.944 -1.144 -5.553
H 4.253 0.407 -5.899
H 5.251 0.889 -4.523
H 2.701 2.034 -4.380
H 0.781 1.834 -2.854
H 3.742 -1.996 -3.417
H 2.766 -3.831 -2.842
H 1.551 -6.448 -2.723
H 1.616 -6.881 -1.017
H 3.799 -6.188 -1.057
H 0.025 -5.354 0.062
H -0.718 -3.038 0.477
C -4.050 -2.097 -3.431
Ge -2.536 -2.634 -2.314
C -3.255 -3.712 -0.851
C -1.281 -3.567 -3.496
C -1.880 -0.863 -1.716
H -4.604 -2.979 -3.756
H -3.697 -1.575 -4.321
H -4.740 -1.449 -2.888
H -3.923 -4.464 -1.273
H -3.843 -3.079 -0.185
H -2.503 -4.234 -0.261
H -1.821 -3.874 -4.392
H -0.845 -4.457 -3.045
H -0.476 -2.898 -3.807
H -2.675 -0.530 -1.031
H -1.968 -0.294 -2.649
C -5.395 2.839 1.003
S -5.393 2.930 2.810
C -4.628 1.495 3.378
C -3.483 0.808 2.915
S -2.470 1.208 1.650
S -3.052 -0.573 3.898
C -4.229 -0.387 5.163
S -4.324 -1.334 6.465
S -5.331 0.924 4.842
H -5.267 3.860 0.649
H -6.356 2.452 0.676
H -4.577 2.221 0.653
*
```

Löwdin atomic charge list, values in e, 8 entries: 1.21 0.02 -0.23 -0.09 0.02 -0.79 0.13 0.73

=====

Entry 3:
ORCA calculation (wB97M-V/def2-TZVPD) on C28H36MoN4O3STe as an isolated structure in a non-equilibrium geometry.

Its LUMO energy (spin up / spin down) is -0.5617 / -1.6319 eV. The strongest force on any atom is 2.99 eV/A. Its gap between HOMO and LUMO (spin up / spin down) is 7.17 / 6.03 eV. The relative energy (zero: lowest compared OMol25 entry of this formula, charge and spin) is 73.6 kcal per mole. The calculation puts the total energy at -2267.6228 hartree.

The geometry in ORCA input format:
```
! wB97M-V def2-TZVPD RIJCOSX def2/J DEFGRID3
* xyz 0 1
Mo -1.220 1.517 -0.274
C -5.202 1.562 -1.869
C -3.914 1.112 -1.231
O -3.007 2.049 -1.083
C -3.694 -0.132 -0.746
C -2.328 -0.369 -0.253
C -2.096 -1.503 0.722
N -1.365 -0.134 -1.193
N -1.358 -0.298 -2.518
C -0.895 0.804 -3.038
O -0.612 1.781 -2.229
C -0.731 0.961 -4.484
C -0.818 -0.136 -5.338
C -0.734 0.048 -6.704
C -0.560 1.320 -7.230
C -0.463 2.410 -6.381
C -0.542 2.236 -5.013
H -5.659 2.337 -1.253
H -4.983 1.999 -2.843
H -5.890 0.730 -1.986
H -4.428 -0.920 -0.793
H -2.770 -1.434 1.573
H -2.283 -2.453 0.214
H -1.061 -1.487 1.076
H -0.956 -1.117 -4.911
H -0.815 -0.800 -7.368
H -0.507 1.462 -8.300
H -0.336 3.403 -6.787
H -0.472 3.080 -4.341
C 0.315 -4.154 2.191
C 1.241 -4.722 1.122
C 1.686 -3.658 0.123
N 2.529 -2.686 0.781
C 2.596 -1.399 0.432
S 1.717 -0.758 -0.818
N 3.427 -0.541 1.127
C 4.428 -0.675 2.069
O 5.081 0.295 2.377
C 4.682 -2.012 2.686
C 5.910 -2.631 2.475
C 6.198 -3.828 3.108
C 5.271 -4.407 3.959
C 4.061 -3.776 4.198
C 3.764 -2.580 3.568
H 0.066 -4.918 2.924
H -0.608 -3.795 1.743
H 0.789 -3.324 2.711
H 0.730 -5.518 0.580
H 2.128 -5.154 1.593
H 0.827 -3.133 -0.302
H 2.236 -4.124 -0.703
H 3.131 -3.034 1.517
H 3.361 0.413 0.776
H 6.632 -2.168 1.820
H 7.155 -4.298 2.949
H 5.497 -5.343 4.447
H 3.351 -4.207 4.887
H 2.833 -2.068 3.771
Te 0.500 2.203 1.603
C -2.648 3.950 2.831
C -1.927 4.364 1.539
C -0.880 5.436 1.856
C -2.958 4.936 0.551
C -1.348 3.160 0.873
H -3.092 4.815 3.320
H -1.946 3.486 3.525
H -3.442 3.234 2.610
H -1.374 6.341 2.203
H -0.296 5.681 0.971
H -0.202 5.098 2.639
H -3.541 5.726 1.022
H -3.631 4.149 0.210
H -2.452 5.342 -0.321
H -2.099 2.260 1.035
*
```

Löwdin atomic charge list, values in e, 8 entries: 1.35 -0.02 -0.46 -0.23 -0.04 -0.46 -0.06 -0.26

=====

Entry 4:
ORCA calculation (wB97M-V/def2-TZVPD) on C28H36N5O3Yb as an isolated structure in a non-equilibrium geometry.

Its LUMO energy (spin up / spin down) is 0.1788 / 0.1788 eV. The strongest force on any atom is 1.31 eV/A. Its gap between HOMO and LUMO (spin up / spin down) is 7.04 / 7.05 eV. The calculation puts the total energy at -2746.8587 hartree.

The geometry in ORCA input format:
```
! wB97M-V def2-TZVPD RIJCOSX def2/J DEFGRID3
* xyz 0 2
Yb 0.469 -0.075 -0.164
C -1.620 0.974 3.029
C -0.710 2.201 3.149
C 0.580 2.212 2.312
N 0.406 2.025 0.874
C 0.238 3.073 0.101
C -0.058 4.377 0.586
C 0.084 5.617 0.001
C 0.615 5.959 -1.238
C 0.935 5.071 -2.249
C 0.690 3.709 -2.322
C 0.206 2.788 -1.365
N -0.211 1.575 -1.675
C -0.508 1.257 -3.058
C -0.849 -0.223 -3.235
C -1.982 -0.729 -2.336
N -1.477 -1.068 -1.017
C -2.253 -1.726 -0.185
C -3.618 -1.993 -0.457
C -4.518 -2.860 0.128
C -4.322 -3.787 1.142
C -3.182 -3.902 1.921
C -2.058 -3.098 1.958
C -1.635 -2.028 1.139
N -0.611 -1.246 1.439
C -0.127 -1.144 2.811
C -1.119 -0.332 3.667
H -2.562 1.232 3.519
H -1.855 0.800 1.977
H -1.313 3.072 2.880
H -0.417 2.329 4.196
H 1.102 3.154 2.507
H 1.236 1.410 2.656
H -0.434 4.402 1.599
H -0.213 6.453 0.626
H 0.769 7.013 -1.436
H 1.367 5.510 -3.143
H 0.908 3.265 -3.286
H -1.358 1.870 -3.386
H 0.323 1.485 -3.740
H -1.121 -0.379 -4.281
H 0.044 -0.825 -3.034
H -2.758 0.046 -2.275
H -2.438 -1.611 -2.803
H -4.025 -1.413 -1.277
H -5.513 -2.847 -0.305
H -5.141 -4.460 1.362
H -3.196 -4.698 2.659
H -1.364 -3.338 2.755
H 0.042 -2.117 3.283
H 0.842 -0.649 2.783
H -1.991 -0.965 3.850
H -0.655 -0.121 4.634
C 3.508 -3.254 -0.824
C 2.275 -2.838 -0.029
C 1.664 -4.016 0.717
O 1.291 -2.265 -0.931
C 2.705 -1.741 0.998
O 3.429 -2.098 1.910
O 2.269 -0.556 0.774
H 3.270 -4.086 -1.491
H 4.294 -3.562 -0.138
H 3.866 -2.412 -1.419
H 1.571 -4.889 0.064
H 0.675 -3.747 1.091
H 2.307 -4.271 1.557
H 0.936 -2.991 -1.449
C 4.062 1.470 -3.284
C 3.037 0.809 -2.504
N 2.232 0.289 -1.878
H 4.101 1.037 -4.282
H 5.030 1.345 -2.800
H 3.834 2.532 -3.360
*
```

Löwdin atomic charge list, values in e, 8 entries: 1.59 -0.20 -0.18 -0.22 -0.06 -0.23 -0.02 -0.09

=====

Q: Look up the strongest force on any atom of the second one.
A: 1.11 eV/A